Below is the molecule C8H11NO, with properties calculated with ωB97M-V/def2-TZVPD.

Results
structure (SMILES): CC(C)(C)N1c2cocc21
ΔE to the lowest compared entry with this formula, charge and spin: 167.80 kcal/mol
orbital gap: 8.578 eV
electronic energy: -441.18017 hartree

```
! RIJCOSX wB97M-V def2-TZVPD def2/J DEFGRID3
* xyz 0 1
C -0.1275 -0.0451 1.2045
C -0.5341 0.0069 -0.2620
C -1.2404 1.2146 -0.7111
C -0.9879 -1.2111 -0.8197
N 1.0366 0.3184 -1.0296
C 1.9924 -0.5939 -0.7393
C 3.1271 -1.1737 -0.3839
O 3.9625 -0.2026 0.2066
C 3.2452 0.9693 0.2520
C 2.0264 0.8375 -0.2314
H -1.0698 -0.0670 1.8466
H 0.4386 -0.8914 1.4180
H 0.4845 0.8457 1.5150
H -1.2873 1.1696 -1.7852
H -0.6089 2.0267 -0.2687
H -2.1958 1.3474 -0.3419
H -0.2926 -1.9760 -0.9762
H -1.6544 -1.4642 -0.0906
H -1.3734 -1.0914 -1.8473
H 3.5250 -2.2344 -0.3966
H 3.8432 1.7600 0.7780
*
```



Below is a structure of composition C21H31N5OPtSSi2, with properties calculated with ωB97M-V/def2-TZVPD.

Results
orbital gap: 7.175 eV
electronic energy: -2263.96705 hartree

```
! RIJCOSX wB97M-V def2-TZVPD def2/J DEFGRID3
* xyz 2 1
Pt -0.3968 0.0602 0.1873
C 3.9700 -0.1390 -1.6571
Si 2.8712 -0.9898 -0.4259
C 3.7311 -1.6667 1.0756
C 1.9576 -2.3309 -1.3333
N 1.6225 0.2817 0.1090
C 1.9723 1.4968 0.3967
C 3.3180 1.9294 0.7217
C 3.5765 3.2312 0.9021
C 2.5383 4.2408 0.7557
C 1.2669 3.9204 0.4810
C 0.8838 2.5292 0.3077
N -0.2920 2.0963 -0.0134
Si -1.6369 3.3139 -0.4547
C -3.1824 2.4807 -1.0436
C -0.9618 4.2937 -1.8815
C -2.0652 4.2156 1.1144
H 4.6410 -0.8935 -2.0761
H 4.5909 0.6679 -1.2727
H 3.3736 0.2524 -2.4849
H 4.3721 -2.4926 0.7563
H 3.0229 -2.0734 1.8003
H 4.3668 -0.9506 1.5934
H 2.6902 -2.8035 -1.9929
H 1.1595 -1.9390 -1.9677
H 1.5584 -3.1089 -0.6821
H 4.0853 1.1872 0.8650
H 4.5706 3.5538 1.1818
H 2.8109 5.2785 0.8945
H 0.5203 4.6963 0.4137
H -3.0612 1.8835 -1.9462
H -3.8413 3.3154 -1.3059
H -3.7016 1.9011 -0.2813
H -0.7048 3.6193 -2.7021
H -0.0916 4.9144 -1.6747
H -1.7546 4.9513 -2.2464
H -2.4679 3.5071 1.8429
H -2.8664 4.9233 0.8859
H -1.2655 4.7709 1.6000
S -4.7184 -0.5936 1.3436
C -4.4901 -0.9714 -0.3059
C -3.2205 -0.6906 -0.6795
N -2.4346 -0.1991 0.3400
C -3.1086 -0.1044 1.4656
H -5.2916 -1.3560 -0.9149
H -2.8061 -0.8016 -1.6689
H -2.6757 0.2572 2.3858
N -1.8323 -5.1334 -1.6893
C -1.8564 -5.2181 -0.3310
O -2.5146 -6.0097 0.2980
C -1.0477 -4.1817 0.4134
C -0.4624 -4.5296 1.6255
C 0.2180 -3.5615 2.3436
C 0.2487 -2.2678 1.8586
N -0.3420 -1.9246 0.7041
C -0.9640 -2.8727 -0.0146
H -2.3139 -5.8694 -2.1853
H -1.0394 -4.7259 -2.1557
H -0.5572 -5.5458 1.9866
H 0.7021 -3.7915 3.2820
H 0.7426 -1.4721 2.4005
H -1.4165 -2.5613 -0.9449
*
```



Below is the molecule C10H10N4O3S2, with properties calculated with ωB97M-V/def2-TZVPD.

Results
structure (SMILES): O=C(CSc1nncs1)NC(=O)NCc1ccco1
ΔE to the lowest compared entry with this formula, charge and spin: 0.00 kcal/mol
orbital gap: 8.911 eV
electronic energy: -1628.19404 hartree

```
! RIJCOSX wB97M-V def2-TZVPD def2/J DEFGRID3
* xyz 0 1
O 0.6613 1.2931 -1.4963
C 1.3561 1.4071 -0.5130
C 2.6046 2.2794 -0.5543
S 3.9759 1.6933 0.4868
C 4.0457 0.0554 -0.0603
N 3.2233 -0.4585 -0.9139
N 3.4554 -1.7350 -1.1587
C 4.4427 -2.2214 -0.5079
S 5.2415 -1.0793 0.5401
N 1.0817 0.8646 0.6991
C 0.0829 -0.0881 1.0423
O 0.0423 -0.4934 2.1801
N -0.7071 -0.4601 0.0321
C -1.8126 -1.3778 0.2270
C -3.1259 -0.6690 0.1561
C -3.7916 0.0916 1.0723
C -4.9682 0.5463 0.4289
C -4.9267 0.0310 -0.8288
O -3.8161 -0.7020 -1.0049
H 2.9452 2.3447 -1.5876
H 2.3689 3.2799 -0.1873
H 4.7655 -3.2388 -0.5865
H 1.7069 1.0629 1.4723
H -0.5791 -0.0160 -0.8718
H -1.7755 -2.1501 -0.5458
H -1.6818 -1.8279 1.2142
H -3.4804 0.2940 2.0763
H -5.7337 1.1664 0.8476
H -5.6010 0.1076 -1.6583
*
```



Below is the molecule C2H6S2, with properties calculated with ωB97M-V/def2-TZVPD.

Results
structure (SMILES): CCSS
ΔE to the lowest compared entry with this formula, charge and spin: 15.50 kcal/mol
orbital gap: 8.704 eV
electronic energy: -876.14578 hartree

```
! RIJCOSX wB97M-V def2-TZVPD def2/J DEFGRID3
* xyz 0 1
C 0.7316 -0.1182 -0.7025
C -0.0803 0.1904 0.6705
S -1.8722 0.0015 0.5342
S -2.2309 1.4359 -0.9084
H 0.0037 -0.4657 -1.4940
H 0.9142 0.9130 -1.1000
H 1.6085 -0.6936 -0.4683
H 0.0366 1.2612 0.8670
H 0.2349 -0.3545 1.5596
H -3.5110 1.5435 -0.5797
*
```



Below is the ion C3H7N2 with charge +1, with properties calculated with ωB97M-V/def2-TZVPD.

Results
structure (SMILES): C#CC[NH2+]N
ΔE to the lowest compared entry with this formula, charge and spin: 110.85 kcal/mol
orbital gap: 9.703 eV
electronic energy: -227.57769 hartree

```
! RIJCOSX wB97M-V def2-TZVPD def2/J DEFGRID3
* xyz 1 1
C -0.7435 1.8625 -1.5064
C 0.1439 1.3204 -0.6806
C 1.0931 0.3868 0.2638
N 0.2473 -0.7358 0.8698
N -0.8383 -0.9466 0.0107
H -1.6798 2.0186 -2.1783
H 1.4916 1.0552 1.1099
H 1.8986 -0.0481 -0.4318
H 0.7928 -1.6258 0.9706
H -0.0920 -0.4878 1.8302
H -0.6150 -1.5827 -0.7712
H -1.6988 -1.2167 0.5132
*
```



Below is the ion C9H11N5P with charge +1, with properties calculated with ωB97M-V/def2-TZVPD.

Results
structure (SMILES): C[N+]1=C/N2NC=C(C#N)C2=[PH2]/N=C/C=C\1
ΔE to the lowest compared entry with this formula, charge and spin: 91.27 kcal/mol
orbital gap (alpha / beta): 6.444 / 6.443 eV
electronic energy: -964.21391 hartree

```
! RIJCOSX wB97M-V def2-TZVPD def2/J DEFGRID3
* xyz 1 1
C -2.3354 1.8779 1.4656
N -1.1042 1.1267 1.2508
C -1.0501 -0.0522 0.5243
N -0.4950 -0.2080 -0.6454
N -0.4162 0.6188 -1.7158
C 0.0554 0.0367 -2.8208
C 0.3183 -1.2700 -2.4938
C 0.7190 -2.2523 -3.3529
N 1.3425 -3.1634 -3.6803
C -0.0042 -1.4454 -1.1016
P 0.9363 -2.2915 0.2371
N 0.9997 -1.3199 1.5050
C 1.7162 -0.2142 1.4000
C 1.3414 1.0886 1.7118
C 0.0411 1.6238 1.6619
H -2.3199 2.7427 0.9775
H -3.1276 1.2452 1.1021
H -2.3542 2.1909 2.5144
H -1.4141 -0.9718 1.0659
H -0.5340 1.6662 -1.4866
H 0.2441 0.7137 -3.7687
H 2.1403 -2.5076 -0.4720
H 0.4870 -3.4128 0.7801
H 2.8093 -0.3816 1.2379
H 2.1044 1.8342 2.0548
H -0.1000 2.7254 2.0487
*
```



> Which of these has the highest electronic energy?

C3H7N2